(1)
C3H9NO2 | ωB97M-V/def2-TZVPD

```
! wB97M-V def2-TZVPD RIJCOSX def2/J DEFGRID3
* xyz 0 1
C -0.632 1.372 0.102
N -0.614 -0.051 0.349
C -1.195 -0.845 -0.712
C 0.551 -0.597 0.968
O 1.576 -0.966 0.096
O 2.083 0.349 -0.549
H -0.052 1.638 -0.791
H -1.663 1.689 -0.063
H -0.219 1.896 0.962
H -1.164 -1.896 -0.434
H -0.651 -0.721 -1.656
H -2.232 -0.539 -0.852
H 0.271 -1.552 1.440
H 0.921 0.111 1.721
H 3.019 0.110 -0.580
*
```

Results
DFT total energy ... -8838.6684 eV
Energy relative to the best compared isomer or geometry (same formula, charge and spin) ... 98.9 kcal/mol
Structure (SMILES) ... CN(C)COO
F_max ... 2.5 eV/Å

***

(2)
C3H9NO2 | ωB97M-V/def2-TZVPD

```
! wB97M-V def2-TZVPD RIJCOSX def2/J DEFGRID3
* xyz 0 1
C 0.412 -2.206 -2.108
C 0.538 -1.294 -0.914
O 0.352 -1.634 0.227
O 0.655 0.004 -1.274
H -0.202 -1.655 -2.823
H -0.041 -3.139 -1.804
H 1.396 -2.299 -2.560
H 0.998 0.449 -0.474
C -1.191 1.734 1.636
N 0.261 1.672 1.500
H -1.556 0.711 1.672
H -1.593 2.227 0.750
H -1.532 2.287 2.508
H 0.844 2.370 1.932
H 0.658 0.773 1.732
*
```

Results
DFT total energy ... -8842.1965 eV
Energy relative to the best compared isomer or geometry (same formula, charge and spin) ... 17.5 kcal/mol
Structure (SMILES) ... CC(=O)O.CN
F_max ... 1.5 eV/Å

***

(3)
C3H9NO2 | ωB97M-V/def2-TZVPD

```
! wB97M-V def2-TZVPD RIJCOSX def2/J DEFGRID3
* xyz 0 1
C -0.176 1.982 -1.268
N -0.838 0.865 -0.614
C -0.244 -0.272 -0.325
C -1.048 -1.283 0.510
O 0.970 -0.506 -0.441
H 0.953 1.801 -1.220
H -0.590 2.029 -2.245
H -0.455 2.864 -0.575
H -1.813 1.055 -0.335
H -2.060 -0.953 0.590
H -0.705 -1.296 1.526
H -0.929 -2.273 0.041
O 2.269 -1.253 1.037
H 1.829 -0.939 1.855
H 2.837 -1.822 1.462
*
```

Results
DFT total energy ... -8840.8015 eV
Energy relative to the best compared isomer or geometry (same formula, charge and spin) ... 49.7 kcal/mol
Structure (SMILES) ... CNC(C)=O.O
F_max ... 4.3 eV/Å

***

(4)
C3H9NO2 | ωB97M-V/def2-TZVPD

```
! wB97M-V def2-TZVPD RIJCOSX def2/J DEFGRID3
* xyz 0 1
C -0.907 -0.469 -1.226
C 0.199 -0.515 -0.152
N 1.112 -1.627 -0.295
C -0.365 -0.341 1.203
O -1.084 0.478 1.699
H -0.396 -0.366 -2.184
H -1.667 -1.220 -1.425
H -1.516 0.421 -1.021
H 0.764 0.439 -0.280
H 0.576 -2.455 -0.536
H 1.707 -1.452 -1.095
H 0.025 -1.199 1.822
O 0.460 2.677 0.788
H 1.288 2.937 1.206
H -0.196 2.692 1.497
*
```

Results
DFT total energy ... -8841.2043 eV
Energy relative to the best compared isomer or geometry (same formula, charge and spin) ... 40.4 kcal/mol
Structure (SMILES) ... C[C@H](N)C=O.O
F_max ... 3.1 eV/Å

***

E_HOMO values, unit eV, following the record order: -8.52, -9.23, -8.76, -9.43.